a) Density functional theory data (wB97M-V/def2-TZVPD) for C2H2O2S in the gas phase.

The geometry in XYZ format:
```
7
Properties=species:S:1:pos:R:3:nbo_charge:R:1
O 0.71 0.43 -1.40 -0.4860
C 0.88 0.18 -0.23 0.3459
C -0.23 -0.38 0.65 0.2755
O 0.17 -0.59 1.75 -0.4899
S -1.80 -0.38 -0.08 0.0454
H 1.83 0.28 0.37 0.1463
H -1.56 0.46 -1.06 0.1628
```

Output
LUMO = -0.6 eV
E_HOMO = -0.374 Ha
multiplicity = 1
frontier orbital gap = 9.54 eV


b) Density functional theory data (wB97M-V/def2-TZVPD) for C2H2O2S in the gas phase.

The geometry in XYZ format:
```
7
Properties=species:S:1:pos:R:3:nbo_charge:R:1
O -1.79 -0.58 -0.70 -0.4454
C -0.99 0.36 -0.50 0.3045
C 0.27 0.00 0.20 0.1109
O 0.41 -1.22 0.73 -0.6045
S 1.42 1.16 0.10 -0.0427
H -0.64 1.26 -1.04 0.1710
H 1.32 -0.98 1.22 0.5061
```

Output
LUMO = -1.5 eV
E_HOMO = -0.367 Ha
multiplicity = 1
frontier orbital gap = 8.48 eV


Most stable of them? a).


a) Density functional theory data (wB97M-V/def2-TZVPD) for a molecular structure, C5H7NS2.

The geometry in XYZ format:
```
15
Properties=species:S:1:pos:R:3:nbo_charge:R:1
C 1.12 -1.21 2.01 -0.2537
C 0.49 -0.77 0.89 0.0103
C 0.61 0.47 0.31 -0.2626
C -0.35 0.81 -0.82 -0.3792
C -0.58 -1.59 0.24 -0.5519
H 2.69 -0.17 2.53 0.3666
H 1.22 0.44 3.21 0.3720
H 1.94 -2.02 1.72 0.2206
H 0.25 -1.93 2.45 0.2004
H 1.27 1.23 0.61 0.2234
H -0.12 -2.56 0.03 0.2334
H -1.56 -1.80 0.72 0.2510
N 1.85 -0.33 2.96 -0.8163
S -0.68 2.10 -1.63 0.0479
S -0.97 -0.67 -1.36 0.3382
```

Output
LUMO = -0.3 eV
E_HOMO = -0.313 Ha
multiplicity = 1
frontier orbital gap = 8.21 eV


b) Density functional theory data (wB97M-V/def2-TZVPD) for C5H7NS2 in the gas phase.

The geometry in XYZ format:
```
15
Properties=species:S:1:pos:R:3:nbo_charge:R:1
C 2.24 -0.06 -0.39 -0.6519
C 0.79 -0.10 -0.15 -0.1053
C 0.17 1.09 0.13 -0.3413
C -1.21 1.52 -0.01 0.0735
N -2.25 0.94 -0.39 -0.5912
S -2.70 -0.65 -0.45 0.4751
C -1.45 -1.60 0.49 -0.7532
S 0.13 -1.71 -0.30 0.3238
H 2.67 0.97 -0.32 0.2261
H 2.83 -0.75 0.25 0.2277
H 2.42 -0.35 -1.42 0.2315
H 0.85 1.88 0.43 0.2138
H -1.31 2.61 0.11 0.1783
H -1.86 -2.56 0.51 0.2493
H -1.32 -1.23 1.52 0.2436
```

Output
LUMO = 0.3 eV
E_HOMO = -0.284 Ha
multiplicity = 1
frontier orbital gap = 8.01 eV


Most stable of them? b).


a) Density functional theory data (wB97M-V/def2-TZVPD) for a molecular structure, C4H3NO3.

The geometry in XYZ format:
```
11
Properties=species:S:1:pos:R:3:nbo_charge:R:1
C -0.94 -0.50 -0.31 0.5632
C 1.03 0.00 0.21 0.1104
C 1.51 1.44 0.50 -0.0734
C -0.22 0.58 0.08 0.0165
H -2.70 0.04 -0.34 0.4931
H 2.23 1.87 -0.19 0.2086
H 1.85 1.54 1.52 0.2061
N 1.19 -1.29 0.05 -0.1244
O -2.21 -0.76 -0.54 -0.6273
O -0.20 -1.63 -0.25 -0.3117
O 0.17 1.94 0.27 -0.4610
```

Output
LUMO = 0.3 eV
E_HOMO = -0.330 Ha
multiplicity = 1
frontier orbital gap = 9.30 eV


b) Density functional theory data (wB97M-V/def2-TZVPD) for 2 unconnected molecules or ions with the total composition C4H3NO3.

The geometry in XYZ format:
```
11
Properties=species:S:1:pos:R:3:nbo_charge:R:1
C -1.19 -1.15 0.11 -0.4840
C -1.13 0.15 -0.07 0.0821
N -0.23 1.22 -0.30 -0.6124
C -1.55 1.52 -0.16 0.6754
O -2.34 2.40 -0.13 -0.5214
H -2.15 -1.64 0.19 0.2271
H -0.30 -1.76 0.17 0.2102
H 0.68 1.51 0.04 0.4208
O 2.80 0.35 0.35 -0.5294
C 2.74 -0.75 0.05 1.0276
O 2.67 -1.85 -0.25 -0.4958
```

Output
LUMO = 0.3 eV
E_HOMO = -0.352 Ha
multiplicity = 1
frontier orbital gap = 9.88 eV


c) Density functional theory data (wB97M-V/def2-TZVPD) for a molecular structure, C4H3NO3.

The geometry in XYZ format:
```
11
Properties=species:S:1:pos:R:3:nbo_charge:R:1
C 1.32 -0.11 -0.25 0.7660
C -0.10 0.06 -0.20 0.0682
C -0.84 1.12 -0.33 -0.0519
C -2.03 -0.53 0.20 0.3378
H 3.00 0.71 0.56 0.4688
H -0.77 2.30 -0.15 0.2695
H -2.89 -1.21 0.79 0.2180
N -2.14 0.72 -0.14 -0.4601
O 2.17 0.99 0.46 -0.7490
O 1.77 -1.17 -0.36 -0.4895
O -0.74 -1.08 0.31 -0.3778
```

Output
LUMO = 0.1 eV
E_HOMO = -0.379 Ha
multiplicity = 1
frontier orbital gap = 10.39 eV


Most stable of them? b).


a) Density functional theory data (wB97M-V/def2-TZVPD) for 2 unconnected molecules or ions with the total composition C4H13N4O.

The geometry in XYZ format:
```
22
Properties=species:S:1:pos:R:3:nbo_charge:R:1
C -3.08 1.22 0.61 -0.7381
C -1.60 0.93 0.34 0.6987
O -0.89 -0.04 0.87 -0.7456
N -0.81 1.74 -0.36 -0.7758
H -3.75 0.41 0.61 0.2645
H -3.44 1.80 -0.18 0.2288
H 0.20 1.43 -0.56 0.4033
H -1.08 2.32 -1.12 0.4018
H -3.52 1.61 1.52 0.2846
C 0.16 -2.24 -0.44 -0.4480
C 1.91 -0.49 0.04 0.7216
N 2.57 0.58 -0.66 -0.7807
N 1.36 -1.43 -0.78 -0.5113
N 1.67 -0.39 1.35 -0.8295
H 2.88 0.27 -1.73 0.4080
H 3.32 1.00 -0.22 0.4039
H 1.30 -1.21 -1.79 0.4135
H 0.85 0.00 1.71 0.4698
H 2.51 -0.11 1.90 0.4084
H 0.44 -2.91 0.31 0.2281
H -0.29 -2.86 -1.23 0.2339
H -0.70 -1.66 -0.20 0.2601
```

Output
LUMO = -3.7 eV
E_HOMO = -0.496 Ha
total charge = +1
multiplicity = 1
frontier orbital gap = 9.82 eV


b) Density functional theory data (wB97M-V/def2-TZVPD) for 2 unconnected molecules or ions with the total composition C4H13N4O.

The geometry in XYZ format:
```
22
Properties=species:S:1:pos:R:3:nbo_charge:R:1
C 0.13 0.83 3.71 -0.7386
C -0.08 1.10 2.26 0.7220
O -0.18 0.33 1.34 -0.6925
N 0.09 2.48 2.04 -0.8258
H -0.57 0.11 4.16 0.2558
H 0.08 1.69 4.36 0.2313
H -0.30 2.80 1.15 0.4049
H 0.22 3.10 2.82 0.4081
H 1.17 0.53 3.90 0.2568
C -0.81 -1.52 -3.65 -0.4183
C 0.26 -0.87 -1.41 0.6813
N -0.56 -1.64 -0.67 -0.7991
N 0.07 -0.80 -2.73 -0.5297
N 1.23 -0.10 -0.90 -0.7785
H -1.56 -1.37 -0.68 0.4284
H -0.24 -1.84 0.29 0.4318
H 0.66 -0.07 -3.17 0.4049
H 2.07 0.24 -1.33 0.4234
H 1.14 0.07 0.09 0.4432
H -1.27 -2.28 -2.99 0.2342
H -0.11 -1.99 -4.39 0.2266
H -1.42 -0.80 -4.18 0.2297
```

Output
LUMO = -2.6 eV
E_HOMO = -0.507 Ha
total charge = +1
multiplicity = 1
frontier orbital gap = 11.18 eV


Most stable of them? b).